The following is a quantum chemistry calculation of one molecule with the formula C5H5ClFN, from the OMol25 dataset.

```
! RIJCOSX wB97M-V def2-TZVPD def2/J DEFGRID3
* xyz 0 1
N -1.027 -0.393 -2.774
C -0.798 -0.456 -1.654
C -0.522 -0.711 -0.256
C -0.815 0.446 0.719
F -1.809 1.266 0.269
C 0.631 0.909 0.572
C 0.963 -0.521 0.156
Cl 2.311 -0.818 -0.996
H -0.990 -1.642 0.073
H -1.072 0.102 1.742
H 0.730 1.629 -0.279
H 1.211 1.321 1.391
H 1.186 -1.134 1.038
*
```

Its total energy is -21994.9654 eV. Its highest occupied orbital energy is -11.20 eV. The value obtained for the energy above the lowest of the compared OMol25 structures with the same formula, charge and spin is 5.2 kcal/mol.

These are the natural (NBO) partial charges, in e, on atoms 1 to 2: -0.2799, 0.2757